1.
103
Properties=species:S:1:pos:R:3 method="wB97M-V/def2-TZVPD" homo_energy_ev=-8.55 de_lowest_kcal_mol=0.0 e_tot_ev=-63885.1542 lumo_energy_ev=0.7 largest_force_ev_per_a=0.62 charge=0 smiles="O=C(C[PH3]COC(F)(F)F)c1ccccc1.CCOCC.CCOCC.CCOCC.CCOCC.CCOCC"
P 2.07642 -1.09924 0.61631
F 0.10340 -4.81534 -1.09398
F -0.47733 -2.94308 -0.22046
F -0.39385 -4.72433 0.99177
O -5.36380 -3.54429 2.66437
O -1.16376 2.10489 2.32903
O 3.27673 2.48549 -7.34597
O 1.47594 -3.85047 0.35905
O 3.62749 2.36234 0.99664
O -4.40143 5.11097 0.23958
O 4.83748 -5.06481 2.29044
C -1.67888 1.11182 3.19624
C -5.72357 5.18732 0.73960
C 0.21221 -4.06905 0.00569
C -1.82993 3.35754 2.35136
C 2.42133 1.69532 -3.12886
C 4.99594 3.75278 -8.56953
C -3.94859 7.52999 0.24872
C 2.97214 1.61802 -1.85333
C 5.42258 -5.60430 3.46026
C -1.79393 4.04612 3.70442
C 2.56969 -5.93825 2.67858
C -4.10884 -2.89073 2.60608
C -5.41865 -4.69983 3.47880
C 6.02300 -6.98697 3.26886
C 2.12381 0.59434 1.53030
C 2.13487 -2.77486 -0.34636
C 1.05596 1.93098 -3.27540
C -5.10672 -4.43861 4.94303
C 2.72190 1.65068 0.64357
C 3.10554 1.46412 -8.31083
C 3.75723 -5.80107 1.74170
C -3.95848 6.21997 -0.52085
C 4.00996 0.26097 -8.10220
C -2.98479 -3.74875 2.05188
C 2.14435 1.74371 -0.73600
C -3.12197 0.73505 2.90794
C 0.22773 2.08096 -2.16507
C 0.77557 1.96898 -0.89079
C 4.56420 3.07100 -7.28233
C -6.78638 5.29422 -0.34066
H 2.80869 -6.55151 3.54957
H 1.98665 -1.81563 1.83660
H 3.04646 1.58787 -4.00239
H -2.22430 5.04474 3.62553
H 5.06083 0.50909 -8.25926
H -4.95641 7.85713 0.50939
H -3.42189 -0.10875 3.52979
H -5.74373 -3.64339 5.33286
H -2.36416 3.49783 4.45641
H -1.55980 1.41609 4.24206
H 6.20963 -4.90283 3.73850
H -3.80607 1.55934 3.11517
H 3.18548 -3.04211 -0.43667
H 1.73294 -6.40795 2.16146
H -7.78012 5.23644 0.10410
H 2.69589 0.53330 2.45428
H -6.72133 6.23816 -0.88405
H -5.81709 6.01209 1.45544
H 5.25902 -7.73746 3.06033
H -4.54803 6.31614 -1.43952
H -3.24239 0.45959 1.85910
H -2.08499 -3.15163 1.93239
H -3.49118 8.31519 -0.35354
H 2.06428 1.15406 -8.21956
H -1.04031 0.23867 3.04922
H 1.73225 -2.63296 -1.34842
H 0.86336 -0.74934 -0.02270
H 0.62957 1.99405 -4.26704
H 3.44954 -5.25066 0.85479
H -2.74540 -4.58093 2.71597
H -0.82747 2.27954 -2.26796
H -4.76373 -5.48305 3.08011
H 3.22682 1.86706 -9.32267
H -2.94135 5.97170 -0.82550
H 5.13947 3.03790 -9.38133
H 5.30914 2.32976 -6.97048
H -3.26329 -4.16568 1.08342
H -6.44037 -5.06900 3.38621
H -4.26370 -2.03017 1.95458
H -2.85957 3.25142 1.99578
H 6.72508 -6.98576 2.43404
H 3.90718 -0.12215 -7.08586
H -6.67765 4.48529 -1.06415
H 4.03401 1.46976 -1.71917
H 6.55129 -7.29464 4.17177
H 3.74853 -0.53109 -8.80427
H -3.83829 -2.49353 3.59213
H 2.25326 -4.95857 3.03890
H -0.76723 4.13174 4.06339
H -5.27460 -5.34243 5.52944
H 4.70007 -5.60954 4.28447
H 1.11318 0.93472 1.77729
H -5.87181 4.26525 1.30288
H -4.06861 -4.13655 5.09067
H 0.14928 2.05316 -0.01138
H -3.38335 7.42363 1.17580
H 4.24306 4.47390 -8.89010
H 4.50437 3.81041 -6.48335
H 4.09844 -6.78429 1.39754
H 5.94081 4.27521 -8.41811
H 3.35664 -0.80936 0.05556
H -1.31159 3.97718 1.61896

=====

2.
9
Properties=species:S:1:pos:R:3 method="wB97M-V/def2-TZVPD" homo_energy_ev=-4.19 de_lowest_kcal_mol=18.6 e_tot_ev=-40170.9326 lumo_energy_ev=2.9 largest_force_ev_per_a=2.32 charge=-1
S 1.41204 -0.04500 -0.66613
S -1.27387 -0.44313 2.40577
S -2.06220 2.16259 1.45595
O 1.09132 -1.71673 -0.92165
O -0.04355 0.53070 -1.01647
O 2.37221 0.18814 -1.74558
N -1.16316 0.81298 1.32572
H 0.17824 -2.07532 -0.69299
H -0.51103 0.58577 -0.14462

=====

3.
128
Properties=species:S:1:pos:R:3 method="wB97M-V/def2-TZVPD" homo_energy_ev=-0.91 de_lowest_kcal_mol=0.0 e_tot_ev=-281903.9990 lumo_energy_ev=3.2 largest_force_ev_per_a=0.89 charge=-2
Rb -0.27853 -0.69506 0.65231
Br 5.09233 -5.28799 -3.73380
Br -2.00186 1.50333 6.37735
S 0.67808 -3.01338 5.93919
S 3.40498 -2.42931 5.18789
S 2.85905 -1.89616 2.32904
S -0.47911 -2.85394 3.21532
P 2.66757 1.99670 1.31400
P -3.94290 -0.53371 -0.48268
O 1.38812 -0.93922 -1.91627
O 1.59346 -3.06328 -0.49901
O 2.67546 -2.93450 7.68442
O 1.45764 1.60023 0.54369
N -1.26466 1.46892 2.34711
N -1.23647 0.66259 -2.85332
N 3.43562 -0.28088 -5.45770
N 1.48446 0.12018 -4.44219
C 0.93961 -2.67219 4.22036
C -1.81843 2.04817 4.57701
C -2.05915 3.35907 4.21360
C 6.37175 -0.29357 -0.09571
C 2.32397 -2.81026 6.51880
C 1.17054 2.85276 -6.91867
C 1.61065 2.79672 3.71040
C -3.95586 -3.63416 -2.99922
C 3.04928 3.74838 0.97587
C 2.81069 0.78893 -6.07216
C -5.30282 -3.82949 -3.40276
C 2.39762 2.60549 -7.55369
C 0.74174 2.08323 -5.85239
C -5.74928 1.58415 -0.79998
C -7.77179 0.72814 0.86866
C -3.89896 -3.46239 2.46702
C 2.35105 -3.04983 -1.58928
C 3.62009 6.38813 0.29042
C -1.47721 2.73033 1.98891
C -1.59875 -4.11762 -2.91519
C -3.90505 -0.70861 2.28452
C 1.45435 2.80232 5.08530
C -1.88176 3.70968 2.88348
C 4.04274 5.87966 1.51146
C -6.03135 -1.94420 -2.03621
C 5.43004 1.57056 1.09273
C 2.62102 -0.65895 -4.50771
C 4.14992 1.11140 0.79580
C -6.91136 2.33896 -0.68346
C 3.22978 1.58091 -7.14094
C 3.98634 -0.04919 0.04603
C 3.74046 -2.81088 -4.01379
C 2.90739 5.58158 -0.58680
C 2.21730 1.94198 5.86854
C 1.53847 -4.27553 0.27574
C -5.56938 0.39037 -0.10000
C -1.42430 1.12253 3.62050
C 3.27437 1.05980 3.89268
C 2.20997 -2.33933 3.88007
C 3.75646 4.56532 1.85423
C 1.58273 1.05129 -5.45085
C 5.09780 -0.74700 -0.40553
C -3.91468 -1.31563 3.53040
C -2.84613 -4.41977 -3.40029
C -1.38567 -3.03560 -2.01899
C -2.41707 -2.23118 -1.58314
C -3.69465 -2.57212 -2.10671
C -6.29541 -3.00679 -2.93702
C 2.22366 -1.89549 -2.38824
C 3.12227 1.07688 5.27483
C 2.86563 -1.79380 -3.60659
C 3.90306 -3.90077 -3.19672
C -7.93033 1.91222 0.15726
C 3.21333 -4.05376 -1.99676
C -3.90879 -2.69988 3.62417
C -4.74101 -1.73484 -1.62873
C 6.54000 0.86291 0.65515
C 2.62468 4.26658 -0.24501
C -3.89561 -1.46469 1.11109
C -3.89182 -2.85163 1.21903
C -6.60857 -0.02054 0.73759
C 2.52812 1.93236 3.10926
H 4.06795 4.17709 2.81817
H -4.94911 1.93053 -1.45056
H 7.53593 1.21557 0.89786
H -3.85604 -4.54271 2.53302
H -1.26428 1.23070 -2.01560
H -3.86286 -3.46134 0.32509
H -1.23066 0.07826 3.87705
H 3.84189 7.41546 0.02523
H 1.62923 -0.07825 -2.27059
H 5.56511 2.47862 1.67057
H 2.05940 3.62770 -0.91480
H -6.84765 -1.32349 -1.68422
H -0.19667 2.27194 -5.34599
H 2.52329 -4.51502 0.67642
H -0.37220 -2.83333 -1.69274
H -2.98838 -5.25233 -4.08406
H 4.18153 1.38960 -7.62321
H -2.08580 0.89913 -3.35458
H 3.34752 -4.93917 -1.39266
H 0.72878 3.46126 5.54601
H -1.40614 -0.29314 -2.52143
H 3.91935 0.32081 3.42520
H 4.96499 -1.65856 -0.97630
H 4.25803 -2.71599 -4.95662
H -8.83742 2.49747 0.26174
H -8.56066 0.38384 1.52937
H -5.54847 -4.64371 -4.07875
H 2.57033 5.97655 -1.53798
H 2.69692 3.23651 -8.38210
H -7.01811 3.26282 -1.24237
H -3.86456 -3.18002 4.59301
H 0.54878 3.66787 -7.26873
H -2.37134 4.08560 4.95246
H -2.05267 4.72460 2.54800
H 2.08203 1.92606 6.94365
H 2.98844 -0.41157 -0.15574
H -6.50687 -0.94285 1.30059
H -0.74983 -4.72035 -3.23240
H -3.89325 -0.70893 4.42901
H 0.65457 -0.04386 -3.87989
H 7.23881 -0.84703 -0.43778
H 1.01669 3.46515 3.09694
H -7.31857 -3.17808 -3.25651
H 3.68002 0.37394 5.87865
H 4.59065 6.50970 2.20242
H 0.87439 -4.06736 1.11083
H -1.31372 2.96395 0.94112
H 1.14716 -5.08353 -0.35650
H -3.91148 0.37429 2.21599

=====

| no. | molar mass (g/mol) |
| --- | --- |
| 1 | 622.8 |
| 2 | 160.2 |
| 3 | 1349.6 |